21
Properties=species:S:1:pos:R:3:forces:R:3:nbo_charge:R:1 method="wB97M-V/def2-TZVPD" total_energy_ev=-9968.43508 e_above_lowest_kcal_mol=25.2 homo_ev="0.38 / -2.99" spin_multiplicity=2 e_lumo_ev="3.87 / 3.81" charge=-1
C -2.323 0.274 1.075 -1.076 -0.204 -0.695 -0.419
N -1.567 0.326 -0.183 0.720 -0.590 1.010 -0.637
C -0.222 -0.311 -0.003 -0.719 -0.558 -1.454 -0.127
C 0.627 0.119 -1.239 0.197 0.679 1.947 -0.417
C 1.239 1.546 -0.979 -0.548 -1.161 -1.141 -0.414
C 2.505 1.440 -0.146 0.546 -0.298 -0.583 -0.623
C -0.427 -1.788 0.202 0.811 -0.063 0.658 -0.025
O 0.156 -2.386 1.197 0.027 -0.042 -0.088 -0.798
H -1.731 0.063 1.961 0.220 -0.054 0.079 0.190
H -3.081 -0.503 0.949 0.163 -0.288 0.412 0.185
H -2.934 1.172 1.243 0.374 0.229 -0.119 0.160
H -1.361 1.267 -0.392 -0.051 1.536 -0.340 0.317
H 0.356 0.096 0.839 -0.388 -0.146 0.466 0.151
H 1.496 -0.533 -1.197 -0.105 -0.394 -0.694 0.203
H 0.030 0.051 -2.144 0.166 -0.124 -0.183 0.196
H 1.457 1.889 -1.997 0.205 0.632 0.267 0.186
H 0.521 2.232 -0.527 -0.107 -0.024 -0.009 0.178
H 2.561 0.536 0.461 -0.574 0.202 0.466 0.223
H 2.656 2.338 0.447 0.325 -0.050 0.157 0.194
H 3.356 1.258 -0.815 0.045 0.516 0.018 0.192
H -1.223 -2.295 -0.351 -0.232 0.202 -0.175 0.085